# 1
The following is a quantum chemistry calculation of a molecular structure, C50H40EuF5N4O5 in a non-equilibrium geometry, from the OMol25 dataset.

XYZ file:
```
105
Properties=species:S:1:pos:R:3:forces:R:3
Eu 0.0010 0.0804 0.2321 0.773 -1.236 -0.673
C 5.4289 3.0838 4.2559 -0.466 -0.333 -0.827
O 4.1782 3.2873 4.8792 -0.384 0.210 -0.375
C 3.0227 2.9445 4.2408 -0.962 -0.644 -0.613
C 1.8625 3.3131 4.9610 -0.511 1.025 1.572
C 0.6025 2.8529 4.6296 0.045 -0.085 -0.820
C 0.3980 2.1338 3.3977 -0.823 0.290 0.127
C -0.9661 1.9494 2.8527 1.139 -0.603 0.386
C -2.1123 2.4581 3.7170 -0.092 -0.145 -1.175
O -1.2100 1.4164 1.7414 0.045 0.928 1.266
C 1.5658 1.7696 2.6674 -0.275 -1.293 -1.265
O 1.6043 0.9546 1.6526 -1.191 1.001 0.587
C 2.8270 2.2149 3.0774 2.388 0.491 0.765
H 6.1506 3.4652 4.9471 0.525 -0.259 0.588
H 5.5467 3.7106 3.3706 -0.268 -0.119 -0.308
H 5.5722 2.0220 3.9808 0.129 0.478 0.239
H 2.0530 4.0509 5.7898 -0.475 -1.193 -0.564
H -0.2942 2.9792 5.2663 0.973 0.502 -0.345
H -2.0848 3.5399 3.7125 0.084 0.375 0.110
H -2.0310 2.1136 4.7398 -0.147 -0.196 0.077
H -3.0507 2.1728 3.2386 0.065 -0.207 0.241
H 3.6460 1.8327 2.4455 -0.341 0.303 0.488
C 1.4315 -3.5983 2.5492 -2.227 0.088 -0.117
C 0.7295 -2.8279 1.6217 0.116 -0.647 0.681
N 1.3381 -1.9074 0.8241 -1.046 0.484 0.645
C 2.6597 -1.7731 0.8896 0.538 -3.274 0.429
C 3.4712 -2.6744 1.7247 0.076 1.538 -0.348
C 2.7731 -3.4967 2.6762 2.246 0.498 0.460
C 4.8935 -2.6135 1.5855 -1.615 -1.280 0.976
C 5.4535 -2.0110 0.4879 1.712 0.265 -0.408
C 4.6792 -1.3207 -0.4471 -0.478 0.234 -0.100
C 5.1456 -0.8484 -1.6996 -1.363 1.875 -0.330
C 4.3531 0.0923 -2.3901 1.178 -0.512 0.239
C 3.1334 0.5187 -1.8397 -0.494 -0.678 0.267
N 2.5669 -0.1174 -0.8107 0.240 -0.120 -0.307
C 3.2841 -1.0700 -0.1707 1.037 1.324 -0.326
H 0.7956 -4.2407 3.1727 0.522 0.141 -0.129
H -0.3448 -2.9634 1.5575 0.443 0.284 -0.252
H 3.3601 -3.9227 3.5172 -0.527 -0.056 -0.779
H 5.4431 -3.3017 2.2554 0.006 0.683 -0.448
H 6.5620 -2.0234 0.3799 -0.908 -0.149 -0.216
H 6.1357 -1.0965 -2.0304 0.271 -0.180 -0.237
H 4.6683 0.5550 -3.3430 0.000 -0.399 0.641
H 2.5709 1.3414 -2.2692 -0.053 -0.150 -0.061
C 1.9635 -4.5796 -4.5374 -0.281 1.725 -0.971
C 1.7842 -5.6987 -3.6467 0.488 -3.010 0.558
C 2.2247 -7.0744 -3.8654 -0.250 2.615 -1.021
C 1.8137 -7.7387 -2.7374 -0.922 -1.096 2.918
C 1.1838 -6.7546 -1.8581 1.122 -1.967 -0.536
C 0.6769 -6.9054 -0.4448 -0.106 0.909 -0.248
N 1.2193 -5.5595 -2.4298 -0.355 0.801 -0.812
H 2.1378 -4.9113 -5.5608 -0.139 -0.030 -0.220
H 2.8498 -4.0151 -4.2647 0.240 0.545 0.074
H 1.0902 -3.8663 -4.5270 0.729 -0.591 -0.032
H 2.8123 -7.4301 -4.7319 -0.551 0.112 0.537
H 1.9553 -8.8261 -2.4885 -0.142 1.146 -0.266
H 1.3915 -6.5414 0.3181 -0.207 0.083 -0.331
H 0.5099 -7.9371 -0.2198 -0.327 -0.838 0.185
H -0.2727 -6.3293 -0.3208 0.623 -0.432 0.034
F -6.8963 -2.9982 1.8264 -0.357 0.085 -0.191
C -5.6311 -2.6329 1.5501 0.624 0.848 -0.354
C -4.5962 -3.2347 2.2595 0.987 0.780 -1.286
F -4.8320 -4.2596 3.0937 -0.015 0.295 -0.120
C -3.2782 -2.8099 1.9856 -0.261 -0.973 0.765
F -2.2673 -3.5157 2.6013 -0.899 0.785 -0.459
C -2.9428 -1.7494 1.1086 0.372 -0.444 0.097
O -1.7196 -1.3971 0.9309 -0.240 0.735 -0.076
C -4.0459 -1.1760 0.4266 0.210 0.862 -0.219
F -3.8027 -0.0922 -0.3898 -0.215 -0.952 0.547
C -5.3511 -1.5709 0.6274 0.480 -1.490 1.709
F -6.3532 -0.9026 0.0792 -0.613 0.221 -0.425
C -2.1000 -2.4216 -3.1190 0.098 2.536 -1.089
C -1.2317 -1.2122 -2.7202 1.280 -1.115 0.767
N -1.1634 -0.1483 -3.5476 0.347 -0.149 0.089
O -0.5432 -1.2707 -1.6560 -1.693 0.443 -1.853
H -2.8282 -2.5551 -2.3617 -0.761 -0.169 0.804
H -1.5227 -3.2925 -3.2061 1.041 -1.185 0.037
H -2.6011 -2.2080 -4.0831 0.137 -0.182 0.474
H -1.3758 -0.2101 -4.5482 -0.067 -0.049 1.024
H -0.5899 0.6306 -3.1581 -0.419 -0.486 -0.496
C -0.3179 1.8152 -1.6782 -1.154 2.020 0.779
C -1.0688 2.8307 -1.5730 1.914 -1.729 0.040
C -1.8849 3.9356 -1.4579 0.242 0.134 0.447
C -1.6083 5.0322 -0.5670 0.759 0.132 1.303
C -2.1914 6.2908 -0.6722 -0.958 0.039 -1.243
C -1.8510 7.3074 0.1918 -0.550 1.052 0.391
C -1.0314 7.1211 1.2660 1.558 -0.553 1.762
C -0.4377 5.8472 1.4455 0.553 0.467 0.328
C -0.6940 4.8611 0.5170 -0.527 -0.170 -0.266
C -3.0784 3.8986 -2.2574 -1.032 -0.155 -1.182
C -2.9529 3.4999 -3.6003 0.314 0.528 -0.119
C -4.0619 3.3617 -4.3992 0.148 -0.436 -0.394
C -5.3195 3.5907 -3.9020 -1.265 -0.113 -0.270
C -5.4857 3.9537 -2.5719 -0.168 0.468 -0.083
C -4.3668 4.1352 -1.7538 -0.212 -0.136 0.141
H -2.9486 6.4813 -1.4614 0.697 -0.111 0.507
H -2.2621 8.3031 0.1138 -0.352 0.031 -0.435
H -0.7973 7.9167 2.0275 -0.407 -0.735 -1.101
H 0.2838 5.6643 2.2884 -0.919 0.107 -0.910
H -0.2859 3.8746 0.6219 0.397 -0.289 0.120
H -1.9688 3.4184 -4.0690 -0.196 -0.281 0.487
H -3.9699 2.9987 -5.4127 0.182 0.178 -0.186
H -6.1875 3.4681 -4.5857 0.579 0.094 0.728
H -6.5110 4.1414 -2.2351 0.510 -0.098 0.237
H -4.4836 4.4008 -0.6962 0.025 -0.072 -0.456
```
Forces are in eV/Å.

As for the expectation value of S²: 12.081. The net charge is -2. The highest occupied orbital energy (spin up / spin down) is 0.4 / -0.3 eV. As for the lowest unoccupied orbital energy (spin up / spin down): 3.61 / 2.75 eV. The spin multiplicity is 7. Its orbital gap (spin up / spin down) is 3.24 / 3.01 eV. As for the calculated total energy: -101610.61558 eV.


# 2
The following is a quantum chemistry calculation of a molecular structure, C47H60Cl2CsO4 in a non-equilibrium geometry, from the OMol25 dataset.

XYZ file:
```
114
Properties=species:S:1:pos:R:3:forces:R:3
Cs 4.4741 -0.5972 -1.2259 0.301 -1.115 -0.086
C 4.6548 -0.2401 2.9271 -0.367 -0.531 -0.204
O 3.9194 -0.4168 1.7059 1.264 -0.252 0.353
C 2.5864 -0.2492 1.9668 0.394 0.937 -0.622
C 1.8675 -1.3558 2.3939 -0.939 -0.311 -0.204
C 2.3109 -2.8293 2.1651 -0.255 1.374 -0.705
C 1.3697 -3.5394 1.2500 -1.419 0.336 -0.784
C 0.2500 -4.2776 1.6074 1.241 -0.116 1.182
C -0.6308 -4.8710 0.7341 -0.044 -0.234 -0.880
C -0.4643 -4.5503 -0.6310 0.389 -0.010 1.025
C 0.5783 -3.7316 -1.0506 -0.052 0.077 -1.472
C 0.8249 -3.3812 -2.5492 -0.443 0.677 0.075
C 0.3312 -1.8938 -2.9127 -0.128 -3.263 1.032
C -1.0356 -1.7718 -2.7752 -0.501 1.253 0.308
C -1.6197 -0.4763 -2.7599 0.331 -2.017 0.553
C -0.7840 0.6164 -2.8531 0.980 -1.093 -0.468
C 0.5985 0.5128 -3.1163 -0.791 -1.066 0.232
C 1.3959 1.7809 -3.2647 -0.622 0.270 -0.714
C 1.3391 2.5868 -2.0466 0.225 1.047 1.598
C 0.3586 3.5219 -1.7953 -1.079 1.014 0.300
C 0.1971 4.1805 -0.5497 0.126 -0.759 -1.156
C 1.0223 3.7658 0.4959 0.862 0.407 0.439
C 2.0829 2.9019 0.2806 0.669 -0.734 -1.148
C 2.8555 2.2937 1.4642 -0.551 1.005 -0.544
C 2.1323 1.0661 1.9013 -1.813 -0.567 2.766
C 0.9472 1.3007 2.6665 1.638 -0.524 -1.307
C 0.2400 0.2629 3.2185 -0.044 0.147 1.206
C 0.6440 -1.0631 2.9850 -0.291 -0.002 0.117
C -1.0804 0.6460 3.9299 0.754 0.408 -0.466
C -1.9595 0.5059 2.6796 -1.364 0.311 0.683
C -1.5165 -0.2593 5.0806 -0.527 -0.328 -0.171
C -1.0611 2.1302 4.4782 -2.048 -2.297 -0.454
C 2.3550 2.3700 -1.0643 -2.760 1.335 1.981
O 3.3327 1.6426 -1.2711 1.972 -0.675 -0.576
C -0.7682 5.3227 -0.3552 0.377 0.265 -0.648
C -1.6424 5.6407 -1.5893 -0.746 -1.578 0.097
C 0.0718 6.5594 -0.0388 -0.090 0.459 0.281
C -1.6696 4.9962 0.8215 -0.392 0.666 -0.003
C 1.1112 -0.8002 -3.1609 1.413 1.399 -0.703
O 2.4654 -0.9799 -3.5851 -1.278 0.356 1.644
C 2.5292 -1.1862 -4.9542 2.328 -0.468 -0.590
C -3.1154 -0.3238 -2.5775 -0.986 -0.176 -1.661
C -3.5498 0.0933 -1.1930 -0.193 -0.832 0.027
C -3.5533 0.7553 -3.6703 -0.635 -1.429 1.806
C -3.8348 -1.6998 -2.8131 0.952 0.731 -2.332
C 1.5069 -3.1973 -0.1363 1.022 0.694 0.532
O 2.4575 -2.3999 -0.4966 -0.187 -0.333 -0.284
C -1.7085 -5.7732 1.3456 -0.355 -0.046 -0.045
C -2.7689 -4.8353 1.9490 1.169 0.662 -0.066
C -1.1366 -6.6924 2.4702 -0.294 0.657 -1.251
C -2.4167 -6.6270 0.2585 -0.727 0.664 -0.535
H 5.6753 -0.3668 2.5941 0.451 -0.417 0.505
H 4.2992 -0.9415 3.7419 0.593 0.445 -1.012
H 4.5744 0.7691 3.3284 -0.299 0.261 -0.104
H 2.3924 -3.2617 3.1257 0.097 -0.862 1.059
H 3.2581 -2.8620 1.6299 0.262 0.298 0.345
H 0.0946 -4.5204 2.6591 0.250 0.407 -0.014
H -1.1503 -4.9467 -1.3454 -0.268 -0.236 -0.605
H 0.2723 -4.1056 -3.1760 0.003 0.404 0.196
H 1.8812 -3.5392 -2.7746 0.019 0.323 0.095
H -1.6136 -2.6899 -2.5826 0.472 0.714 -0.180
H -1.2564 1.5489 -2.7915 -0.127 1.447 0.134
H 0.9891 2.3963 -4.0724 -0.023 -0.243 -0.273
H 2.4346 1.6372 -3.4197 0.976 -0.716 -0.626
H -0.3593 3.7860 -2.6106 0.675 -0.345 0.649
H 0.9644 4.2119 1.5179 -0.262 -0.338 -0.839
H 2.7974 3.0720 2.2393 0.048 -0.402 0.199
H 3.8998 2.0843 1.3236 0.464 0.036 -0.664
H 0.6850 2.3378 2.7868 -0.221 -0.050 0.027
H -0.0387 -1.8777 3.2410 0.283 0.113 0.128
H -1.9558 -0.5456 2.3681 0.060 0.328 -0.231
H -1.6044 1.1732 1.8960 0.086 -0.251 -0.155
H -2.9951 0.7875 2.8774 -0.321 -0.014 0.097
H -1.8272 -1.2554 4.7184 0.302 0.267 0.232
H -2.3791 0.1503 5.6474 0.320 -0.041 -0.539
H -0.7167 -0.3507 5.8072 0.255 -0.236 0.088
H -0.8660 2.7531 3.6657 0.055 1.345 -1.193
H -0.3211 2.3211 5.2204 0.388 -0.105 0.838
H -2.1168 2.2956 4.8117 0.992 0.249 0.095
H -1.1179 5.7804 -2.5258 0.526 0.025 -0.034
H -2.1625 6.5621 -1.3993 -0.520 0.396 0.144
H -2.3997 4.8136 -1.7980 0.791 0.990 0.399
H 0.8283 6.7660 -0.7953 -0.182 0.022 -0.288
H 0.6368 6.3429 0.8583 0.114 0.181 0.391
H -0.5438 7.4623 0.1336 0.195 -0.299 -0.085
H -2.1347 4.0452 0.5844 -0.519 -0.051 0.181
H -2.4045 5.8310 0.9129 0.222 -0.756 0.320
H -1.1045 4.8583 1.7548 -0.212 0.240 -0.255
H 3.5906 -0.8989 -5.2294 -1.046 -0.328 -0.012
H 1.8647 -0.5216 -5.4805 -0.472 -0.014 -0.432
H 2.4217 -2.2674 -5.2016 -0.373 0.665 -0.108
H -3.0541 0.9970 -0.9313 0.323 0.849 0.624
H -3.2822 -0.7252 -0.4931 -0.162 0.636 -0.105
H -4.6442 0.2285 -1.2034 0.363 0.067 0.233
H -3.0963 1.6941 -3.4216 0.168 0.504 -0.067
H -4.6440 0.8845 -3.6034 0.219 -0.064 -0.397
H -3.2034 0.3985 -4.6244 -0.150 0.080 -0.504
H -3.3591 -2.4279 -2.1751 -0.281 -0.333 0.205
H -3.6719 -2.0142 -3.9146 -0.327 0.262 1.684
H -4.9004 -1.6552 -2.6126 -0.119 0.137 0.041
H -2.2441 -4.0480 2.5429 -0.565 -0.603 -0.235
H -3.4963 -5.3541 2.5493 -0.419 -0.220 0.274
H -3.2292 -4.3440 1.1054 -0.511 0.382 -0.095
H -0.4253 -6.1820 3.1035 -0.133 0.050 0.279
H -0.5853 -7.4044 1.8949 0.490 -1.046 0.123
H -1.9275 -7.1476 3.0629 -0.024 -0.142 -0.046
H -2.6813 -5.9668 -0.6218 -0.024 -0.695 1.069
H -3.3403 -7.0608 0.6699 0.004 0.308 -0.069
H -1.9140 -7.4878 -0.1840 0.709 0.157 0.292
Cl 5.2532 6.3741 -2.4818 -0.066 -1.063 0.165
C 4.8085 4.6153 -2.2837 0.347 0.171 -1.509
Cl 6.1810 3.4759 -2.7100 -0.971 0.976 0.307
H 3.9644 4.4382 -2.9673 0.586 -0.096 0.282
H 4.5062 4.4432 -1.2813 -0.004 -0.166 0.819
```
Forces are in eV/Å.

The net charge is -1. The highest occupied orbital energy is -3.8 eV. As for the lowest unoccupied orbital energy: 1.72 eV. Its orbital gap is 5.49 eV. As for the calculated total energy: -83496.82710 eV.


Which of these has the highest net charge?
C47H60Cl2CsO4